{"formula": "H19O10", "method": "wB97M-V/def2-TZVPD", "symbols": ["O", "H", "H", "O", "H", "H", "O", "H", "H", "O", "H", "H", "O", "H", "H", "O", "H", "H", "O", "H", "H", "O", "H", "H", "O", "H", "O", "H", "H"], "positions_angstrom": [[0.6047, 0.3739, 4.1125], [0.5207, 0.7331, 3.2459], [-1.1063, 1.3744, 0.8679], [2.1468, 0.4422, -2.4881], [1.7931, -0.4533, -2.6491], [1.3820, -1.9208, -1.7085], [0.1723, 1.8480, -4.0266], [1.7632, 0.8168, -1.6954], [1.0644, 1.6664, -3.6155], [0.5767, 3.7829, 1.0333], [-0.5617, -1.6672, -0.3547], [1.4187, -0.1187, 4.1110], [-1.2728, -1.9658, 0.2283], [0.4649, 0.6732, 1.2532], [0.0223, 3.2969, 1.7590], [-3.0931, -1.7247, 2.3446], [-2.6006, -1.2845, 1.6581], [-2.6649, -1.4383, 3.1674], [-2.4829, -0.8525, -1.8734], [-1.8084, -0.9843, -2.5222], [-2.6249, -1.4935, -1.1860], [1.5416, 0.9742, 1.1628], [2.1905, 0.6370, 1.7747], [-1.1297, -1.2109, 0.8800], [-0.8285, 0.4689, 1.1342], [-0.3137, 1.0817, -3.6972], [1.9812, -2.6393, -1.9376], [1.2911, 3.0700, 1.0813], [1.5532, -3.4857, -2.0599]], "atomic_forces_ev_per_a": [[-0.2, -0.2, 1.5], [-0.3, 0.4, -1.4], [0.0, -1.2, 0.1], [0.1, -0.5, -0.8], [0.4, 0.9, 0.3], [-0.3, -0.9, 0.3], [1.2, -0.5, 0.6], [-0.2, -0.2, 0.7], [-1.1, 0.3, -0.6], [-0.2, -2.9, 2.6], [-0.3, -0.2, -0.2], [0.4, -0.2, -0.1], [1.0, 0.2, 0.7], [-0.3, -0.3, -0.2], [0.9, 1.7, -1.9], [-0.4, -0.2, 1.1], [0.1, 0.4, -0.3], [-0.2, 0.0, -0.5], [-1.6, 1.9, -0.8], [0.5, -0.9, 0.1], [1.0, -0.7, 0.2], [0.3, 0.7, -0.4], [0.0, -0.3, 0.2], [-0.3, -0.2, -0.7], [0.3, 1.1, 0.4], [-0.2, 0.3, -0.1], [0.9, 0.5, -0.3], [-0.8, 1.0, -0.7], [-0.7, 0.2, 0.2]], "lowdin_charge": [-0.047, -0.031, -0.003, -0.046, 0.027, 0.009, -0.096, 0.043, 0.022, -0.157, 0.016, 0.019, -0.132, -0.060, 0.065, -0.069, -0.027, 0.042, -0.055, 0.003, 0.007, -0.225, -0.018, 0.006, -0.322, 0.010, -0.040, 0.019, 0.041], "largest_force_ev_per_a": 3.85, "lumo_energy_ha": 0.0924, "orbital_gap_ev": 8.5750, "e_homo_ev": -6.0605, "relative_energy_kj_mol": 198.9, "total_energy_ev": -20784.4554, "total_charge": -1, "multiplicity": 1}

{"formula": "H19O10", "method": "wB97M-V/def2-TZVPD", "symbols": ["O", "H", "H", "O", "H", "H", "O", "H", "H", "O", "H", "H", "O", "H", "H", "O", "H", "H", "O", "H", "H", "O", "H", "H", "O", "H", "O", "H", "H"], "positions_angstrom": [[0.5315, -1.4588, -3.8323], [-0.6645, 1.8700, 1.8675], [-0.3326, -1.8483, -3.4346], [-2.4802, 0.6838, -0.3440], [-2.1908, 1.2329, 0.4083], [-2.4843, -2.6179, -1.3942], [3.5652, -0.8932, 0.8394], [-2.0626, 1.1248, -1.1030], [3.5304, -0.5814, -0.0904], [1.3395, 1.9864, 0.2127], [-1.5501, -1.4301, 2.5485], [0.1069, -0.7519, -4.3988], [-1.1116, -1.8066, 1.7746], [0.2771, -0.7525, 0.2885], [1.0120, 0.8735, 0.4908], [0.4474, 2.1657, -2.7226], [0.4603, 1.9195, -1.7957], [0.4151, 1.3676, -3.2596], [0.9650, -1.3909, 3.8361], [0.7206, -0.4762, 3.7192], [-1.0773, 3.1821, 1.2330], [-1.4307, 2.2970, 1.3750], [-2.0814, -1.2935, -1.9833], [-0.3309, -1.1171, 1.8476], [0.6887, -0.2833, 1.0180], [2.6458, -0.6554, 1.0638], [-2.0970, -2.2389, -2.1811], [1.6997, 2.4954, 0.9697], [1.4890, -1.6028, 3.0469]], "atomic_forces_ev_per_a": [[-3.3, 0.5, -0.1], [-1.3, 0.3, -1.3], [2.2, 0.5, -0.5], [-0.2, -0.1, -1.0], [0.1, -0.2, -0.2], [0.0, -0.2, 0.4], [-0.3, 0.5, -1.0], [-0.2, -0.1, 0.4], [0.4, -0.3, 0.7], [-0.2, -0.3, 0.3], [-0.7, -0.7, 0.0], [1.0, -1.1, 0.7], [0.7, 1.4, 1.2], [-0.1, -0.1, -0.1], [0.5, 1.1, 0.9], [-0.4, 0.3, -0.8], [0.4, -0.2, 0.6], [0.1, -0.1, 0.5], [0.5, -0.4, 0.3], [0.0, 0.4, -0.2], [-0.1, -0.1, -0.4], [1.5, 0.0, 2.0], [-0.1, 0.0, 0.3], [-0.9, -1.5, -1.2], [1.0, 0.9, -0.4], [-0.3, -0.1, 0.3], [0.2, 0.4, -0.6], [-0.3, -0.9, -0.7], [-0.4, 0.2, 0.1]], "lowdin_charge": [-0.120, 0.079, 0.046, -0.092, -0.033, 0.041, -0.109, 0.024, 0.040, -0.275, 0.006, 0.043, -0.162, 0.007, -0.001, -0.066, -0.013, 0.004, -0.067, 0.015, 0.056, -0.075, 0.023, -0.019, -0.300, -0.021, -0.056, -0.009, 0.034], "largest_force_ev_per_a": 3.32, "lumo_energy_ha": 0.1081, "orbital_gap_ev": 8.9876, "e_homo_ev": -6.0455, "relative_energy_kj_mol": 152.8, "total_energy_ev": -20784.9333, "total_charge": -1, "multiplicity": 1}

{"formula": "H2", "method": "wB97M-V/def2-TZVPD", "symbols": ["H", "H"], "positions_angstrom": [[-0.1881, -0.6327, 1.0900], [0.1881, 0.6327, -1.0900]], "atomic_forces_ev_per_a": [[0.3, 1.0, -1.7], [-0.3, -1.0, 1.7]], "lowdin_charge": [0.000, 0.000], "largest_force_ev_per_a": 1.99, "lumo_energy_ha": -0.1232, "orbital_gap_ev": 6.3094, "e_homo_ev": -9.6621, "relative_energy_kj_mol": 615.0, "total_energy_ev": -25.2149, "total_charge": 0, "multiplicity": 1}

{"formula": "H2", "method": "wB97M-V/def2-TZVPD", "symbols": ["H", "H"], "positions_angstrom": [[0.6092, -0.2870, 0.4277], [-0.6092, 0.2870, -0.4277]], "atomic_forces_ev_per_a": [[-3.2, 1.5, -2.2], [3.2, -1.5, 2.2]], "lowdin_charge": [0.000, 0.000], "largest_force_ev_per_a": 4.15, "lumo_energy_ha": -0.0324, "orbital_gap_ev": 10.3353, "e_homo_ev": -11.2170, "relative_energy_kj_mol": 344.2, "total_energy_ev": -28.0214, "total_charge": 0, "multiplicity": 1}

{"formula": "H20N2O16Zn2", "method": "wB97M-V/def2-TZVPD", "symbols": ["Zn", "Zn", "N", "O", "O", "O", "N", "O", "O", "O", "O", "H", "H", "O", "H", "H", "O", "H", "H", "O", "H", "H", "O", "H", "H", "O", "H", "H", "O", "H", "H", "O", "H", "H", "O", "H", "H", "O", "H", "H"], "positions_angstrom": [[20.2867, 15.7452, 12.5860], [16.8602, 22.7726, 8.6110], [21.0489, 20.9046, 11.5599], [20.1516, 21.2529, 10.7820], [21.1580, 19.7284, 11.7583], [21.8322, 21.6854, 12.1313], [18.5373, 17.9718, 17.2935], [17.6055, 18.7947, 17.2056], [19.0819, 17.7405, 18.3981], [18.9868, 17.3940, 16.2737], [26.5051, 20.0921, 12.2668], [25.6685, 20.3990, 11.9172], [27.1158, 20.8079, 12.0908], [17.1132, 16.0946, 11.2285], [16.3187, 16.5302, 11.5373], [16.8306, 15.5945, 10.4628], [21.5977, 14.6198, 9.5680], [21.6812, 13.7256, 9.2367], [22.0797, 15.1552, 8.9377], [20.9192, 22.8143, 16.7409], [21.3555, 22.3785, 16.0088], [19.9872, 22.6503, 16.5969], [23.6472, 15.5563, 14.1457], [24.3575, 16.1976, 14.1255], [24.0060, 14.8161, 14.6352], [17.9745, 21.0053, 5.6683], [17.6623, 20.2308, 5.2003], [18.8651, 21.1388, 5.3440], [21.1628, 26.5452, 11.5865], [21.3190, 25.6754, 11.9542], [20.7678, 27.0415, 12.3033], [19.0451, 25.6032, 7.7026], [19.3215, 25.8667, 6.8249], [19.4290, 26.2608, 8.2827], [14.9657, 20.1413, 9.3792], [14.7737, 19.3959, 8.8101], [14.6856, 19.8573, 10.2493], [24.6882, 26.0936, 9.3171], [24.7040, 26.8247, 8.6995], [23.8817, 26.2191, 9.8171]], "atomic_forces_ev_per_a": [[0.1, 0.0, 0.0], [0.3, -0.3, -0.1], [1.2, 1.6, 0.8], [-0.1, 0.7, -0.1], [0.1, -2.0, 0.3], [-1.5, -0.3, -1.1], [-0.1, 0.9, 1.1], [1.6, -1.6, -0.1], [-1.0, 0.2, -2.3], [-0.4, 0.4, 1.0], [-0.1, -0.3, 0.1], [-0.2, 0.1, -0.1], [0.2, 0.2, 0.0], [0.5, 0.1, 0.1], [-0.2, 0.1, 0.2], [0.0, -0.3, -0.2], [-0.3, 0.3, 0.5], [0.0, -0.3, 0.0], [0.2, 0.2, -0.2], [0.1, 0.1, 0.1], [0.2, -0.1, -0.1], [-0.3, 0.0, 0.1], [-0.5, 0.0, -0.2], [0.2, 0.2, 0.0], [0.1, -0.3, 0.2], [-0.2, 0.3, 0.5], [-0.2, -0.2, -0.2], [0.3, 0.1, -0.1], [-0.1, -0.1, -0.4], [0.1, -0.2, 0.1], [0.0, 0.2, 0.2], [-0.4, -0.5, 0.1], [0.0, 0.1, -0.3], [0.1, 0.2, 0.3], [0.4, 0.5, -0.1], [-0.1, -0.2, -0.3], [-0.1, 0.1, 0.3], [0.1, -0.3, 0.0], [0.1, 0.2, -0.2], [-0.2, 0.1, 0.2]], "lowdin_charge": [1.005, 1.112, -0.594, 0.145, 0.161, 0.174, -0.531, 0.190, 0.223, 0.151, -0.054, 0.017, 0.036, -0.097, 0.036, 0.041, -0.089, 0.044, 0.040, -0.044, 0.020, 0.024, -0.085, 0.039, 0.040, -0.081, 0.042, 0.041, -0.052, 0.023, 0.037, -0.085, 0.042, 0.039, -0.093, 0.045, 0.042, -0.052, 0.033, 0.014], "largest_force_ev_per_a": 2.49, "lumo_energy_ha": -0.4442, "orbital_gap_ev": 2.1790, "e_homo_ev": -14.2671, "total_energy_ev": -132864.0430, "total_charge": 2, "multiplicity": 1}